C4H17NO5 | wB97M-V/def2-TZVPD

The highest occupied orbital energy is -0.34053 hartree. The multiplicity is 1. Its LUMO energy is 0.16 eV. The total charge is 0. For the orbital gap, the calculation gives 9.424 eV.

Each atom is followed by the atoms it is bonded to, with distances in Å.
CARTESIAN COORDINATES (ANGSTROEM)
1 C 2.336 -1.414 0.861  C2 1.544, H7 1.109, H8 1.073, H9 1.088
2 C 0.865 -1.647 1.269  C1 1.544, C3 1.524, H10 1.092, H11 1.100
3 C -0.065 -1.808 0.073  C2 1.524, C4 1.564, H12 1.084, H13 1.090
4 C -1.488 -1.306 0.482  C3 1.564, N5 1.355, O6 1.220
5 N -1.778 0.008 0.324  C4 1.355, H14 1.015, H15 1.004
6 O -2.244 -2.053 1.083  C4 1.220
7 H 2.768 -2.435 0.854  C1 1.109
8 H 2.932 -0.793 1.503  C1 1.073
9 H 2.509 -1.232 -0.198  C1 1.088
10 H 0.802 -2.464 1.991  C2 1.092
11 H 0.518 -0.865 1.961  C2 1.100
12 H 0.222 -1.290 -0.835  C3 1.084
13 H -0.232 -2.861 -0.154  C3 1.090
14 H -1.090 0.644 -0.065  N5 1.015
15 H -2.682 0.387 0.544  N5 1.004
16 O 1.723 1.970 2.080  H17 0.978, H18 0.970
17 H 1.179 1.896 1.271  O16 0.978
18 H 1.361 2.692 2.617  O16 0.970
19 O -0.791 -0.281 -2.639  H20 0.962, H21 0.983
20 H -0.961 0.155 -1.799  O19 0.962
21 H -1.650 -0.516 -3.057  O19 0.983
22 O -0.134 2.296 -0.040  H23 0.972, H24 0.990
23 H -0.442 3.217 0.006  O22 0.972
24 H 0.539 2.449 -0.750  O22 0.990
25 O 0.913 2.242 -2.596  H26 0.975, H27 0.941
26 H 0.440 1.442 -2.893  O25 0.975
27 H 1.789 2.151 -2.928  O25 0.941

Results of the natural (NBO) charge analysis, in e, for atoms 1 through 4: -0.621 -0.411 -0.501 0.684

C4H17NO6 | wB97M-V/def2-TZVPD

The highest occupied orbital energy is -0.35703 hartree. The multiplicity is 1. Its LUMO energy is 0.18 eV. The total charge is 0. For the orbital gap, the calculation gives 9.893 eV.

Each atom is followed by the atoms it is bonded to, with distances in Å.
CARTESIAN COORDINATES (ANGSTROEM)
1 O -1.398 2.359 -1.470  C2 1.196
2 C -1.209 1.325 -2.041  O1 1.196, C3 1.551, H8 1.102
3 C 0.215 0.828 -2.404  C2 1.551, C4 1.571, H9 1.103, H10 1.087
4 C 0.566 -0.189 -1.259  C3 1.571, N5 1.444, H11 1.103, H12 1.105
5 N -0.461 -1.164 -0.976  C4 1.444, C6 1.465, H13 1.028
6 C -0.416 -1.867 0.308  N5 1.465, O7 1.395, H14 1.097, H15 1.092
7 O 0.838 -2.334 0.703  C6 1.395, H16 0.965
8 H -1.948 0.586 -2.390  C2 1.102
9 H 1.022 1.566 -2.262  C3 1.103
10 H 0.152 0.437 -3.417  C3 1.087
11 H 0.707 0.516 -0.422  C4 1.103
12 H 1.543 -0.663 -1.461  C4 1.105
13 H -0.434 -1.930 -1.661  N5 1.028
14 H -1.139 -2.683 0.185  C6 1.097
15 H -0.697 -1.222 1.143  C6 1.092
16 H 1.176 -2.953 0.045  O7 0.965
17 O 3.177 -0.711 0.802  H18 0.967, H19 0.965
18 H 3.170 0.218 1.070  O17 0.967
19 H 2.416 -1.277 0.980  O17 0.965
20 O -2.674 0.555 0.631  H21 0.974, H22 0.977
21 H -2.793 -0.208 1.224  O20 0.974
22 H -1.887 0.152 0.214  O20 0.977
23 O 1.925 1.354 1.973  H24 0.967, H25 0.963
24 H 1.271 0.933 2.547  O23 0.967
25 H 1.365 1.621 1.236  O23 0.963
26 O -1.109 1.580 2.481  H27 0.971, H28 0.962
27 H -1.444 2.089 1.724  O26 0.971
28 H -1.931 1.082 2.497  O26 0.962

Results of the natural (NBO) charge analysis, in e, for atoms 1 through 4: -0.516 0.447 -0.512 -0.219

C4H18N2O2 | wB97M-V/def2-TZVPD

The highest occupied orbital energy (alpha / beta) is -0.22044 / -0.55920 hartree. The multiplicity is 2. Its LUMO energy (alpha / beta) is -3.06 / -3.14 eV. The total charge is +1. As for the expectation value of S²: 0.7507. For the orbital gap (alpha / beta), the calculation gives 2.936 / 12.080 eV.

Each atom is followed by the atoms it is bonded to, with distances in Å.
CARTESIAN COORDINATES (ANGSTROEM)
1 C 0.749 1.382 -0.065  C2 1.476, H7 1.099, H8 1.104, H9 1.164
2 C -0.527 0.751 0.326  C1 1.476, C3 1.593, N6 1.542, H10 1.114
3 C -0.814 -0.655 -0.367  C2 1.593, C4 1.550, H11 1.093, H12 1.122
4 C 0.474 -1.313 -0.922  C3 1.550, N5 1.529, H13 1.126, H14 1.061
5 N 0.183 -2.814 -0.955  C4 1.529, H15 1.022, H16 1.108, H17 1.059
6 N -1.664 1.766 0.097  C2 1.542, H18 1.040, H19 1.032, H20 1.010
7 H 0.843 1.690 -1.117  C1 1.099
8 H 1.144 2.186 0.580  C1 1.104
9 H 1.709 0.784 0.212  C1 1.164
10 H -0.433 0.583 1.424  C2 1.114
11 H -1.711 -0.593 -0.988  C3 1.093
12 H -1.263 -1.193 0.510  C3 1.122
13 H 0.536 -0.888 -1.963  C4 1.126
14 H 1.339 -1.164 -0.326  C4 1.061
15 H -0.432 -3.054 -0.175  N5 1.022
16 H -0.140 -3.121 -1.969  N5 1.108
17 H 1.122 -3.248 -0.724  N5 1.059
18 H -1.600 2.561 0.765  N6 1.040
19 H -2.585 1.342 0.291  N6 1.032
20 H -1.683 2.082 -0.862  N6 1.010
21 H -0.792 4.605 2.281  O23 0.963
22 H -2.310 4.187 2.343  O23 0.966
23 O -1.492 4.119 1.833  H21 0.963, H22 0.966
24 H 2.883 -3.790 0.443  O26 0.982
25 H 3.625 -3.239 -0.589  O26 0.976
26 O 2.838 -2.962 -0.083  H24 0.982, H25 0.976

Results of the natural (NBO) charge analysis, in e, for atoms 1 through 4: -0.691 -0.060 -0.566 -0.360

C4H18N2O3 | wB97M-V/def2-TZVPD

The highest occupied orbital energy (alpha / beta) is -0.78863 / -0.78727 hartree. The multiplicity is 2. Its LUMO energy (alpha / beta) is -13.56 / -16.93 eV. The total charge is +3. As for the expectation value of S²: 0.7525. For the orbital gap (alpha / beta), the calculation gives 7.900 / 4.494 eV.

Each atom is followed by the atoms it is bonded to, with distances in Å.
CARTESIAN COORDINATES (ANGSTROEM)
1 C 0.946 -0.944 0.783  C2 1.546, N6 1.529, H7 1.084, H8 1.078
2 C 0.320 0.356 0.229  C1 1.546, C3 1.486, H9 1.088, H10 1.101
3 C 0.870 0.616 -1.126  C2 1.486, C4 1.402, N5 1.462
4 C 2.160 1.102 -1.385  C3 1.402, H11 1.089, H12 1.087
5 N -0.050 0.530 -2.260  C3 1.462, H13 1.046, H14 1.048, H15 1.040
6 N 0.444 -1.183 2.207  C1 1.529, H16 1.033, H17 1.027, H18 1.025
7 H 0.785 -1.883 0.266  C1 1.084
8 H 2.004 -0.807 0.937  C1 1.078
9 H -0.768 0.353 0.257  C2 1.088
10 H 0.584 1.233 0.840  C2 1.101
11 H 2.652 1.038 -2.354  C4 1.089
12 H 2.750 1.549 -0.589  C4 1.087
13 H -0.421 1.479 -2.496  N5 1.046
14 H -0.888 -0.065 -2.056  N5 1.048
15 H 0.304 0.109 -3.142  N5 1.040
16 H -0.563 -1.000 2.347  N6 1.033
17 H 0.641 -2.127 2.561  N6 1.027
18 H 0.932 -0.588 2.883  N6 1.025
19 H -1.596 -1.977 -3.450  O21 0.972
20 H -1.092 -2.736 -2.259  O21 0.974
21 O -1.028 -1.855 -2.671  H19 0.972, H20 0.974
22 H 0.579 3.456 2.053  O24 0.971
23 H -0.686 3.835 1.410  O24 0.975
24 O -0.193 3.028 1.647  H22 0.971, H23 0.975
25 H -3.172 -1.806 2.196  O27 0.968
26 H -2.959 -0.424 1.509  O27 0.965
27 O -2.554 -1.287 1.663  H25 0.968, H26 0.965

Results of the natural (NBO) charge analysis, in e, for atoms 1 through 4: -0.201 -0.558 0.449 0.008

C4H18N2O3S | wB97M-V/def2-TZVPD

The highest occupied orbital energy is -0.33729 hartree. The multiplicity is 1. Its LUMO energy is 0.60 eV. The total charge is 0. For the orbital gap, the calculation gives 9.774 eV.

Each atom is followed by the atoms it is bonded to, with distances in Å.
CARTESIAN COORDINATES (ANGSTROEM)
1 C -0.367 -1.476 -2.165  N2 1.470, H8 1.141, H9 1.064, H10 1.200
2 N 0.326 -0.202 -1.926  C1 1.470, C3 1.546, H11 1.036
3 C -0.625 0.912 -1.431  N2 1.546, C4 1.510, H12 1.191, H13 1.076
4 C -0.587 1.003 0.076  C3 1.510, N5 1.515, C6 1.658, H14 1.134
5 N 0.432 2.075 0.403  C4 1.515, H15 0.962, H16 1.017
6 C -2.079 1.297 0.736  C4 1.658, S7 1.900, H17 1.062, H18 1.061
7 S -1.895 1.373 2.626  C6 1.900, H19 1.392
8 H -0.365 -1.966 -1.135  C1 1.141
9 H 0.180 -2.160 -2.769  C1 1.064
10 H -1.461 -1.584 -2.646  C1 1.200
11 H 0.593 0.145 -2.864  N2 1.036
12 H -0.403 1.995 -1.874  C3 1.191
13 H -1.606 0.505 -1.602  C3 1.076
14 H -0.069 0.025 0.329  C4 1.134
15 H 0.285 2.967 0.076  N5 0.962
16 H 0.641 2.152 1.395  N5 1.017
17 H -2.372 2.267 0.419  C6 1.062
18 H -2.822 0.571 0.521  C6 1.061
19 H -1.848 0.012 2.911  S7 1.392
20 O -0.337 -2.433 2.056  H21 0.893, H22 0.928
21 H 0.214 -2.710 1.409  O20 0.893
22 H 0.087 -1.939 2.717  O20 0.928
23 O 1.698 -2.098 0.303  H24 0.978, H25 0.960
24 H 1.137 -1.716 -0.401  O23 0.978
25 H 2.485 -1.583 0.493  O23 0.960
26 O 3.283 1.044 0.742  H27 0.938, H28 0.985
27 H 2.774 0.922 1.521  O26 0.938
28 H 2.702 0.601 0.081  O26 0.985

Results of the natural (NBO) charge analysis, in e, for atoms 1 through 4: -0.439 -0.647 -0.237 -0.075

C4H18N8O5 | wB97M-V/def2-TZVPD

The highest occupied orbital energy is -0.33342 hartree. The multiplicity is 1. Its LUMO energy is 0.47 eV. The total charge is 0. For the orbital gap, the calculation gives 9.547 eV.

Each atom is followed by the atoms it is bonded to, with distances in Å.
CARTESIAN COORDINATES (ANGSTROEM)
1 N 8.515 6.767 5.179  C2 1.278, H5 1.010, H6 1.010
2 C 8.119 5.946 6.074  N1 1.278, N3 1.313, O4 1.231
3 N 8.563 4.737 5.822  C2 1.313, H7 1.010, H8 1.010
4 O 7.388 6.219 7.025  C2 1.231
5 H 8.047 7.661 5.135  N1 1.010
6 H 8.957 6.386 4.354  N1 1.010
7 H 9.335 4.600 5.184  N3 1.010
8 H 8.341 4.166 6.625  N3 1.010
9 N 5.779 9.258 6.435  C10 1.299, H13 1.010, H14 1.010
10 C 6.021 9.427 5.170  N9 1.299, N11 1.317, O12 1.219
11 N 4.974 9.192 4.406  C10 1.317, H15 1.010, H16 1.010
12 O 7.152 9.704 4.807  C10 1.219
13 H 6.636 9.278 6.968  N9 1.010
14 H 4.857 8.934 6.692  N9 1.010
15 H 5.147 9.560 3.481  N11 1.010
16 H 4.066 9.167 4.847  N11 1.010
17 N 10.767 11.892 5.898  C18 1.295, H21 1.010, H22 1.010
18 C 10.448 10.887 6.652  N17 1.295, N19 1.302, O20 1.210
19 N 9.157 10.912 6.819  C18 1.302, H23 1.010, H24 1.010
20 O 11.195 10.000 6.996  C18 1.210
21 H 9.989 12.498 5.682  N17 1.010
22 H 11.678 12.251 5.651  N17 1.010
23 H 8.622 11.699 6.482  N19 1.010
24 H 8.730 10.228 7.428  N19 1.010
25 N 10.814 7.330 8.288  C26 1.316, H29 1.010, H30 1.010
26 C 11.326 7.597 9.470  N25 1.316, N27 1.311, O28 1.229
27 N 11.823 8.811 9.453  C26 1.311, H31 1.010, H32 1.010
28 O 11.246 6.853 10.444  C26 1.229
29 H 10.608 6.366 8.067  N25 1.010
30 H 10.943 8.053 7.595  N25 1.010
31 H 12.198 9.244 10.285  N27 1.010
32 H 11.767 9.435 8.661  N27 1.010
33 O 8.028 8.616 8.442  H34 0.957, H35 0.957
34 H 8.948 8.352 8.461  O33 0.957
35 H 7.565 7.846 8.113  O33 0.957

Results of the natural (NBO) charge analysis, in e, for atoms 1 through 4: -0.808 0.758 -0.835 -0.724

C4H18NO3 | wB97M-V/def2-TZVPD

The highest occupied orbital energy is -0.53767 hartree. The multiplicity is 1. Its LUMO energy is -2.84 eV. The total charge is +1. For the orbital gap, the calculation gives 11.791 eV.

Each atom is followed by the atoms it is bonded to, with distances in Å.
CARTESIAN COORDINATES (ANGSTROEM)
1 C -0.748 0.258 -0.766  C2 1.519, N5 1.508, H6 1.100, H7 1.097
2 C 0.052 -0.581 -1.749  C1 1.519, C3 1.524, C4 1.559, H8 1.102
3 C 1.546 -0.280 -1.741  C2 1.524, H9 1.104, H10 1.092, H11 1.087
4 C -0.188 -2.091 -1.442  C2 1.559, H12 1.086, H13 1.095, H14 1.109
5 N -2.232 -0.008 -0.761  C1 1.508, H15 1.025, H16 1.020, H17 1.025
6 H -0.491 -0.047 0.259  C1 1.100
7 H -0.446 1.305 -0.885  C1 1.097
8 H -0.286 -0.446 -2.789  C2 1.102
9 H 1.812 0.111 -0.744  C3 1.104
10 H 2.125 -1.171 -1.991  C3 1.092
11 H 1.757 0.610 -2.328  C3 1.087
12 H 0.179 -2.338 -0.451  C4 1.086
13 H 0.257 -2.681 -2.249  C4 1.095
14 H -1.255 -2.319 -1.640  C4 1.109
15 H -2.560 0.164 -1.717  N5 1.025
16 H -2.446 -1.001 -0.674  N5 1.020
17 H -2.682 0.601 -0.068  N5 1.025
18 H 1.576 1.083 1.661  O20 0.963
19 H 0.870 1.083 2.973  O20 0.967
20 O 0.704 0.916 2.035  H18 0.963, H19 0.967
21 H -2.077 1.025 2.231  O23 0.974
22 H -3.536 0.863 2.581  O23 0.974
23 O -2.921 0.743 1.836  H21 0.974, H22 0.974
24 H 3.752 0.168 2.198  O26 0.980
25 H 4.288 0.487 0.763  O26 0.960
26 O 3.577 0.678 1.380  H24 0.980, H25 0.960

Results of the natural (NBO) charge analysis, in e, for atoms 1 through 4: -0.240 -0.239 -0.616 -0.617

C4H18NO8 | wB97M-V/def2-TZVPD

The highest occupied orbital energy is -0.21980 hartree. The multiplicity is 1. Its LUMO energy is 3.41 eV. The total charge is -1. For the orbital gap, the calculation gives 9.396 eV.

Each atom is followed by the atoms it is bonded to, with distances in Å.
CARTESIAN COORDINATES (ANGSTROEM)
1 O -2.992 -0.039 0.521  C2 1.166
2 C -2.002 0.404 0.947  O1 1.166, N3 1.340, C6 1.561
3 N -1.412 1.396 0.265  C2 1.340, C4 1.437, H9 1.051
4 C -1.818 1.866 -1.031  N3 1.437, O5 1.443, H10 1.090, H11 1.143
5 O -0.794 1.489 -1.974  C4 1.443, H30 1.121
6 C -1.399 -0.247 2.232  C2 1.561, C7 1.585, H12 1.053, H13 1.084
7 C -0.543 -1.500 1.775  C6 1.585, O8 1.407, H14 1.043, H15 1.075
8 O 0.597 -1.491 2.600  C7 1.407, H16 1.045
9 H -0.412 1.695 0.394  N3 1.051
10 H -1.991 2.941 -0.987  C4 1.090
11 H -2.790 1.386 -1.391  C4 1.143
12 H -0.947 0.566 2.725  C6 1.053
13 H -2.242 -0.457 2.881  C6 1.084
14 H -0.931 -2.404 2.120  C7 1.043
15 H -0.214 -1.539 0.751  C7 1.075
16 H 0.950 -0.507 2.616  O8 1.045
17 H 0.189 0.019 -3.023  O19 1.031
18 H 1.445 0.398 -2.077  O19 1.000
19 O 1.186 -0.180 -2.850  H17 1.031, H18 1.000
20 H 1.623 0.966 0.817  O22 0.933
21 H 2.404 -0.066 1.738  O22 0.991
22 O 2.097 0.868 1.614  H20 0.933, H21 0.991
23 H 2.813 -0.967 -2.118  O25 1.001
24 H 2.474 -0.075 -0.938  O25 0.886
25 O 3.067 -0.681 -1.193  H23 1.001, H24 0.886
26 H 1.095 -2.790 -1.545  O28 1.012
27 H -0.142 -2.871 -1.063  O28 0.870
28 O 0.497 -3.461 -1.080  H26 1.012, H27 0.870
29 H 1.633 2.562 -0.890  O31 0.867
30 H 0.179 1.598 -1.428  O5 1.121
31 O 1.255 1.825 -0.635  H29 0.867

Results of the natural (NBO) charge analysis, in e, for atoms 1 through 4: -0.656 0.686 -0.679 0.099

C4H18O5 | wB97M-V/def2-TZVPD

The highest occupied orbital energy is -0.37462 hartree. The multiplicity is 1. Its LUMO energy is 0.67 eV. The total charge is 0. For the orbital gap, the calculation gives 10.865 eV.

Each atom is followed by the atoms it is bonded to, with distances in Å.
CARTESIAN COORDINATES (ANGSTROEM)
1 C 1.574 -1.432 -1.791  O2 1.488, H3 1.081, H4 1.099, H5 1.129
2 O 0.972 -1.561 -0.436  C1 1.488, H6 0.989
3 H 1.950 -0.430 -1.946  C1 1.081
4 H 2.457 -2.085 -1.851  C1 1.099
5 H 0.830 -1.652 -2.610  C1 1.129
6 H -0.007 -1.653 -0.537  O2 0.989
7 C 2.453 1.257 -0.177  O8 1.470, H9 1.080, H10 1.096, H11 1.100
8 O 2.188 0.299 0.906  C7 1.470, H12 1.000
9 H 2.924 0.806 -1.037  C7 1.080
10 H 1.636 1.886 -0.549  C7 1.096
11 H 3.224 1.904 0.267  C7 1.100
12 H 1.693 -0.459 0.482  O8 1.000
13 C -0.505 1.234 2.701  O14 1.422, H15 1.058, H16 1.126, H17 1.153
14 O 0.118 1.867 1.590  C13 1.422, H18 1.023
15 H -0.902 2.015 3.293  C13 1.058
16 H -1.320 0.549 2.336  C13 1.126
17 H 0.278 0.652 3.316  C13 1.153
18 H 0.955 1.311 1.395  O14 1.023
19 C -2.997 -1.832 -0.716  O20 1.417, H21 1.098, H22 1.128, H23 1.078
20 O -1.706 -1.276 -0.540  C19 1.417, H24 0.995
21 H -3.411 -1.631 -1.712  C19 1.098
22 H -2.881 -2.954 -0.701  C19 1.128
23 H -3.596 -1.522 0.125  C19 1.078
24 H -1.757 -0.286 -0.452  O20 0.995
25 O -1.743 1.533 -0.379  H26 0.993, H27 0.943
26 H -1.055 1.842 0.266  O25 0.993
27 H -1.374 1.618 -1.243  O25 0.943

Results of the natural (NBO) charge analysis, in e, for atoms 1 through 4: -0.264 -0.784 0.168 0.187

| no. | largest force on an atom (eV/Å) |
| --- | --- |
| 1 | 2.54 |
| 2 | 2.41 |
| 3 | 3.88 |
| 4 | 2.08 |
| 5 | 5.32 |
| 6 | 5.40 |
| 7 | 2.49 |
| 8 | 7.23 |
| 9 | 2.05 |